No. 1
{"formula": "C7H12CoN3", "method": "ωB97M-V/def2-TZVPD", "species": ["H", "H", "H", "N", "H", "C", "H", "N", "H", "H", "H", "C", "Co", "H", "C", "C", "N", "C", "C", "H", "C", "H", "H"], "positions_angstrom": [[-2.2233, 3.3640, -2.1951], [1.7429, 0.7673, 0.3842], [-1.5257, 1.9153, -2.5719], [-0.1033, -0.1562, 0.3454], [-1.6390, -1.8252, 2.8570], [1.2909, -0.2062, 2.3059], [1.0299, -2.2929, -2.1734], [3.5505, 0.4680, 3.4467], [0.7274, -1.4570, -3.5258], [-1.9386, -1.0783, 0.4621], [0.4838, -1.1743, 4.0626], [-0.8773, -1.2617, 2.3712], [-0.0220, -0.0217, -1.6915], [2.1204, -1.2118, -2.7139], [1.0376, 0.1839, 0.9869], [2.5482, 0.1519, 2.9448], [1.0836, -1.3619, -2.6018], [0.3215, -0.9141, 3.0174], [-1.8294, 2.4859, -1.7082], [-0.9277, 2.6828, -1.1176], [-1.0428, -0.8373, 1.0275], [-1.2739, -0.1106, -2.7715], [-2.5338, 1.8902, -1.1412]], "forces_ev_per_a": [[-0.469, 0.770, 0.581], [-0.031, -0.247, 0.422], [0.160, -0.608, 0.087], [2.756, 1.444, -0.364], [-0.474, -0.261, 0.302], [2.827, 1.750, -0.623], [-0.223, 0.308, -0.053], [-0.509, -0.263, -0.194], [-0.507, 0.010, -0.795], [0.091, -0.021, 0.131], [0.003, 0.020, -0.268], [1.606, 1.435, -1.537], [-1.304, 0.612, 0.402], [-1.133, -0.052, 0.141], [-1.102, -0.569, -0.293], [-0.594, 0.121, -0.638], [2.975, -1.230, 0.259], [-2.486, -1.727, 1.346], [0.638, 0.029, -0.499], [-0.297, 0.184, -0.026], [-1.708, -1.681, 1.863], [-0.004, -0.179, -0.259], [-0.215, 0.154, 0.015]], "mulliken_spin": [0.001, 0.002, 0.009, 0.193, -0.009, 0.129, -0.001, 0.101, -0.015, 0.044, 0.052, -0.151, 1.913, 0.002, -0.068, -0.024, 0.059, 0.400, -0.021, 0.004, 0.340, 0.035, 0.007], "total_charge": -1, "homo_lumo_gap_ev": [4.21, 6.00], "e_above_lowest_kcal_mol": 0.0, "s_squared": 3.800, "spin_multiplicity": 4}

No. 2
{"formula": "CF4OS", "method": "ωB97M-V/def2-TZVPD", "species": ["F", "F", "O", "C", "F", "S", "F"], "positions_angstrom": [[1.6790, 0.3979, 0.2590], [-1.8489, 0.0577, -0.8403], [0.0434, -0.4038, -2.2539], [0.3462, 0.3165, 0.4736], [0.1467, -0.5964, 1.4082], [-0.4275, -0.8047, -0.9702], [0.0015, 1.5226, 0.9433]], "forces_ev_per_a": [[-0.441, -0.216, -0.346], [0.712, -1.012, 0.295], [0.695, -0.288, -0.364], [1.462, -0.039, -0.297], [-0.221, -0.264, 1.393], [-1.476, 2.777, 0.262], [-0.730, -0.959, -0.942]], "lowdin_charge": [0.094, -0.322, -0.399, -0.683, 0.076, 1.089, 0.145], "homo_lumo_gap_ev": 10.80, "e_above_lowest_kcal_mol": 0.9}

No. 3
{"formula": "C21H24F3N3O4S3", "method": "ωB97M-V/def2-TZVPD", "species": ["C", "H", "H", "O", "C", "H", "F", "C", "H", "C", "C", "H", "F", "H", "H", "O", "H", "C", "C", "C", "H", "C", "H", "H", "H", "H", "H", "C", "H", "C", "C", "C", "H", "H", "S", "S", "C", "C", "H", "N", "C", "C", "S", "C", "C", "H", "F", "H", "C", "H", "O", "H", "N", "O", "N", "H", "H", "C"], "positions_angstrom": [[5.2495, 0.3051, 0.5244], [6.3378, 1.6815, 2.5936], [0.1336, 0.8465, 3.4182], [-4.4900, -1.4894, -4.0585], [-5.4589, -0.4651, -0.4054], [6.1063, 3.3291, 1.9459], [-1.9179, -3.5599, -0.4742], [3.5587, 2.9763, 2.4429], [-8.0640, -2.0749, 1.0499], [5.0384, 1.7702, 0.8527], [-6.6146, -1.9095, -2.0080], [-4.6682, 0.2543, -0.2074], [-1.7694, -4.4904, -2.4652], [0.9997, -1.1624, 1.6813], [2.1083, 3.1408, 4.0700], [-2.5758, 1.4044, -0.7976], [4.2017, 3.8294, 2.4985], [-2.2963, -3.4567, -1.7607], [1.8168, -1.4674, -0.3026], [4.9323, 2.6062, -0.4070], [-1.0677, -0.0499, 0.8273], [-7.3817, -1.7522, 0.2707], [1.3306, -0.4730, 3.4295], [-6.2612, -0.4251, 1.5967], [0.4952, -0.2775, -3.1966], [2.6852, -2.0070, 0.0752], [4.3639, -0.1445, 0.0614], [0.6028, -0.4863, -2.1340], [5.8347, 2.4482, -1.0038], [-5.5859, -1.0198, -1.6778], [0.8555, -1.0104, 0.6026], [-6.3630, -0.8433, 0.5884], [4.0766, 2.3038, -1.0190], [6.0850, 0.2292, -0.1799], [-1.8718, 0.6977, -1.8349], [-1.7216, -1.9612, -2.5678], [2.8152, 0.9644, 1.7177], [-7.5267, -2.2780, -1.0204], [7.1144, 2.1698, 1.0852], [-2.8229, -0.7352, -2.0872], [2.4982, 2.6476, 3.2046], [1.1860, 0.6003, 3.6072], [-4.4502, -0.5478, -2.9764], [-0.2700, -0.3362, 0.1448], [1.6709, -1.2444, -1.6784], [-8.3348, -2.9783, -1.2652], [-3.6505, -3.5123, -1.8325], [2.3877, -1.6713, -2.3969], [6.2061, 2.2742, 1.6815], [-6.6871, -2.2912, -3.0227], [-1.5991, 1.2739, -3.1194], [1.4087, 0.8423, 4.6564], [3.7996, 1.8863, 1.6299], [-4.5520, 0.8678, -3.2028], [2.0877, 1.3832, 2.7978], [4.8767, 3.6723, -0.1671], [5.5231, -0.2522, 1.4320], [-0.3854, -0.0320, -1.2168]], "forces_ev_per_a": [[0.350, -0.389, -0.287], [-0.101, 0.145, -0.085], [0.154, -0.020, -0.027], [0.080, 0.350, 0.809], [-0.060, -0.002, -0.045], [0.077, -0.127, -0.028], [-0.384, -0.291, -0.511], [-0.108, -0.221, 0.688], [-0.001, 0.085, -0.070], [-0.393, -0.172, -0.320], [0.247, 0.184, 0.104], [-0.054, -0.133, 0.008], [-0.331, 0.596, 0.765], [-0.148, -0.082, -0.893], [-0.287, 0.196, 0.096], [0.484, -0.031, -0.445], [-0.006, 0.175, -0.002], [-0.733, 0.210, -0.215], [-0.297, -0.102, -0.010], [0.154, 0.017, -0.506], [0.181, 0.058, -0.126], [0.106, -0.069, -0.066], [0.124, 0.482, 0.185], [-0.123, -0.252, -0.466], [-0.061, 0.018, 0.248], [-0.228, 0.132, -0.108], [0.216, 0.152, 0.207], [-0.267, 0.759, 0.501], [-0.044, 0.107, -0.025], [-0.132, -0.318, -0.131], [0.204, -0.222, 0.009], [-0.017, -0.118, -0.409], [0.027, 0.122, 0.171], [-0.039, -0.030, 0.092], [-0.552, 0.241, 0.232], [-1.102, -0.796, -1.500], [0.630, -1.287, 1.093], [0.201, 0.217, 0.145], [0.009, 0.020, 0.037], [-0.259, -0.792, -0.443], [0.280, -0.158, 0.102], [-0.471, -0.121, 0.112], [1.115, 0.688, 0.290], [-0.242, 0.204, -0.416], [0.111, 0.097, 0.203], [0.383, 0.356, 0.209], [0.746, -0.466, 0.490], [-0.342, 0.371, 0.446], [0.367, -0.066, 0.217], [0.044, -0.014, 0.199], [0.027, -0.024, 0.490], [-0.142, -0.313, -0.266], [-0.571, 0.777, -0.139], [-0.032, -0.843, 0.181], [0.439, 1.062, -0.606], [-0.167, -0.102, -0.075], [-0.260, 0.050, -0.267], [1.198, -0.312, 0.161]], "lowdin_charge": [-0.052, 0.097, 0.090, -0.281, -0.048, 0.072, 0.100, -0.067, 0.103, -0.597, -0.057, 0.102, 0.082, 0.080, 0.110, -0.293, 0.108, -0.815, -0.075, -0.032, 0.118, -0.070, 0.075, 0.114, 0.109, 0.110, 0.056, -0.144, 0.086, -0.285, -0.096, -0.057, 0.093, 0.088, 0.616, 1.083, 0.005, -0.064, 0.092, -0.543, -0.067, -0.053, 0.707, -0.055, -0.070, 0.114, 0.082, 0.118, -0.044, 0.117, -0.275, 0.093, -0.064, -0.272, -0.157, 0.087, 0.093, -0.363], "homo_lumo_gap_ev": 8.13}

No. 4
{"formula": "C3H7NO2", "method": "ωB97M-V/def2-TZVPD", "species": ["H", "O", "C", "H", "O", "C", "H", "H", "H", "C", "H", "H", "N"], "positions_angstrom": [[-2.0225, 0.0489, 0.7988], [-1.0450, -0.5798, -0.8674], [0.0923, -0.9005, -1.3552], [-0.8628, 1.2381, 0.1179], [1.0746, 0.8256, 1.3074], [0.1703, -0.1646, 1.3774], [1.2325, 0.4268, -0.1880], [1.8513, -1.0825, -0.6086], [-0.2603, -0.4186, 2.3672], [-1.0166, 0.1962, 0.4103], [0.0372, -1.6783, -2.1220], [0.5887, -1.1643, 1.0579], [1.2317, -0.3712, -0.9811]], "forces_ev_per_a": [[0.041, -0.094, -0.036], [0.156, 0.024, -0.186], [0.055, 0.045, 0.215], [-0.133, -0.123, 0.140], [0.520, -0.141, -0.628], [-0.630, -0.496, -0.121], [-0.040, -0.103, 0.723], [0.890, -0.041, -1.014], [0.029, 0.545, -0.031], [-0.099, 0.124, 0.207], [0.093, 0.025, 0.224], [-0.498, 0.116, 0.231], [-0.385, 0.119, 0.275]], "lowdin_charge": [0.117, 0.021, -0.205, 0.127, -0.285, -0.449, 0.094, 0.134, 0.108, -0.059, 0.158, 0.096, 0.143], "homo_lumo_gap_ev": 7.94, "e_above_lowest_kcal_mol": 95.3}

No. 5
{"formula": "C26H55Cl8N5O8", "method": "ωB97M-V/def2-TZVPD", "species": ["H", "C", "H", "O", "H", "H", "H", "Cl", "H", "H", "H", "C", "Cl", "H", "H", "H", "H", "H", "H", "H", "H", "H", "H", "H", "C", "H", "H", "H", "H", "H", "C", "H", "H", "H", "C", "C", "H", "H", "Cl", "C", "C", "H", "H", "H", "O", "N", "N", "Cl", "O", "C", "O", "C", "H", "C", "H", "N", "C", "C", "O", "C", "C", "H", "C", "H", "C", "Cl", "N", "H", "O", "H", "C", "H", "C", "C", "Cl", "C", "H", "C", "N", "H", "O", "H", "H", "C", "C", "H", "H", "H", "H", "H", "O", "H", "H", "C", "H", "H", "Cl", "C", "H", "H", "Cl", "H"], "positions_angstrom": [[5.8759, 1.0901, -1.0233], [-1.2044, -3.7995, -4.4511], [-2.0229, 1.2585, 0.6955], [-0.0556, -0.7682, 0.2576], [1.4168, -2.6371, 0.4549], [-0.3700, -0.2471, -1.6239], [-1.5765, -3.7889, -0.3603], [0.5415, 4.3211, 3.1269], [-1.8874, -0.7279, -0.6771], [-0.7057, 0.5277, 4.8814], [3.1474, -3.7741, 2.2279], [-1.9992, -2.8914, -0.8120], [-1.7815, -2.2146, 2.6257], [-3.0190, -2.7821, -0.4431], [-2.1602, 2.9381, 0.8590], [2.8874, -1.7212, 0.6689], [-1.3504, -2.0640, -0.5243], [2.3003, -3.3659, 5.5710], [-2.3122, -1.3160, 4.7159], [-1.2310, 1.9329, -0.8068], [5.2657, 0.4939, -2.5989], [-1.1148, 1.9845, 1.5274], [3.2156, 0.9749, -2.0477], [-1.3365, 6.1389, 0.3253], [4.2044, -0.3004, -0.9833], [-0.2865, 6.4155, -1.2707], [2.9959, -1.9859, -2.3114], [-3.8955, 2.7774, -1.3362], [0.2668, 3.9005, 0.7316], [0.9986, 0.2529, -1.6946], [-0.8827, 0.0881, 3.8998], [-2.7151, 2.5590, -2.4859], [3.4314, -3.2558, -1.1581], [-0.5833, -1.9808, 4.5170], [-5.6924, 1.4707, -0.8731], [-1.4339, 3.0172, 1.6679], [0.1813, -1.9758, -4.3151], [-5.6528, 1.5522, -1.9593], [-2.1132, 0.8351, 2.8877], [5.5118, 0.2218, -1.5725], [0.4177, 0.2664, 1.0183], [-2.5801, -2.3642, -2.7892], [-2.9741, 5.5310, -1.7892], [3.6548, -3.2976, 4.5330], [-0.9081, 3.3936, -0.7317], [0.3730, -2.4586, -2.2053], [-1.9870, -3.0265, -2.3100], [-3.0209, 0.9067, -0.7580], [4.1846, -1.1375, -0.1288], [-1.3796, -1.3322, 4.1518], [-0.5087, -4.8061, -2.4353], [2.0096, 2.3351, 1.5884], [-1.7764, -2.9071, -4.7051], [0.3267, -1.5246, -3.3336], [2.7327, 0.3586, 1.5344], [2.4803, -3.0260, 2.3519], [-0.9267, -0.2130, -0.6874], [-0.3710, 4.0968, 1.5935], [1.3200, -1.7710, 3.9789], [3.1685, 1.2842, 1.9107], [2.0262, -2.7645, 3.5610], [2.7558, -3.8628, -2.6829], [-0.7322, 5.7781, -0.5070], [0.0806, 0.0369, 3.3923], [2.6113, -3.6118, 4.5557], [3.4882, 1.2542, 3.6814], [3.0810, 0.3063, -1.3027], [-1.6429, -4.5527, -5.1057], [1.1521, 0.1672, 1.9879], [-4.8210, -0.5208, -0.5608], [-1.4121, 4.5002, -1.0072], [6.2582, -0.5725, -1.5763], [-4.5773, 0.5151, -0.3253], [1.6936, -0.1186, -0.9416], [-5.6291, 3.0173, 0.0049], [-1.2722, -3.9637, -2.9393], [2.6792, -4.6682, 4.2958], [2.7888, -3.0109, -2.0038], [-2.6268, 4.6112, -1.5581], [-6.6145, 0.9498, -0.6153], [-0.0547, 1.3720, 0.5566], [1.4411, 0.2506, 0.0524], [-0.8987, 5.0503, 1.5726], [-1.2159, 1.1669, -0.0315], [1.3650, -3.1064, -1.5975], [2.1329, 3.2575, 2.1559], [4.0444, 1.6104, 1.3499], [-0.4958, -2.9289, -1.9955], [1.4760, -1.2696, 1.5141], [1.1176, -0.7749, -3.3115], [1.1942, -3.9506, -0.7018], [-4.4728, 0.3544, 0.7477], [-0.1541, -3.6723, -4.7136], [2.0401, -2.1494, 1.2045], [0.0741, 5.2430, -0.0052], [1.0499, 1.8972, 1.8629], [1.8605, 2.7064, -0.2010], [-3.2941, 3.3630, -2.0315], [-0.6297, -1.0230, -3.1860], [-3.9247, 3.7418, -2.8359], [-2.5393, 3.1009, 3.0484], [1.5038, -1.1914, -0.9073]], "forces_ev_per_a": [[-0.086, -0.057, -0.001], [-0.897, 0.614, -0.341], [2.118, -0.949, 0.110], [-1.849, -0.838, 2.499], [0.441, -0.318, 1.500], [-1.556, 0.505, 0.168], [-0.027, -0.148, -0.254], [-0.539, 0.288, 0.548], [1.506, -0.004, -0.312], [-0.559, 0.645, -0.144], [-0.311, 0.175, -0.123], [-0.083, -1.172, -0.258], [-0.101, -0.090, -0.199], [0.011, 0.183, -0.117], [0.119, 1.772, 0.000], [-0.329, -0.851, 0.789], [-0.634, -1.597, 0.123], [-0.409, -0.473, -0.227], [0.223, -0.161, 0.145], [-0.629, -0.814, 0.600], [0.521, 0.283, -0.179], [0.373, 2.687, 2.834], [-0.625, 0.162, 0.160], [-0.047, 1.060, -0.779], [1.453, 0.661, 0.933], [-0.720, 0.334, 0.112], [0.516, -0.512, -1.036], [0.490, 1.678, -0.107], [0.052, 0.022, 1.197], [1.131, 0.733, 0.457], [0.311, -2.370, 0.229], [1.068, 0.934, -0.097], [-0.274, 0.032, -0.152], [-0.293, 0.497, 0.617], [0.418, -1.812, 1.557], [-1.114, 0.541, 0.571], [0.882, 0.095, 0.154], [0.241, 0.414, 0.156], [0.305, -5.927, 1.390], [-0.896, -0.259, -0.607], [-0.965, -2.671, 2.751], [0.274, -0.411, -0.332], [-0.119, -0.352, -0.049], [0.389, -0.006, 0.233], [-0.418, 3.885, -2.927], [1.140, 1.046, -0.289], [-3.124, 0.045, 2.349], [-7.399, -0.441, -5.197], [1.861, -1.633, 0.847], [0.057, -0.377, -0.189], [-2.793, 0.821, -0.342], [1.841, 0.224, 0.824], [0.253, 0.310, -0.349], [-0.443, -0.305, 0.563], [1.983, 0.138, 0.574], [-1.604, 1.952, -2.285], [-0.857, 0.330, 1.556], [-1.498, 0.046, 1.756], [1.693, -2.551, -1.957], [-0.696, 2.070, -1.406], [-1.677, 3.046, 1.335], [0.975, 0.444, -0.846], [0.732, -1.835, -0.293], [-0.593, 0.126, 0.344], [1.917, -1.131, 1.943], [-0.225, -0.078, -0.902], [-1.936, 0.761, -2.369], [0.112, -0.566, 0.661], [-4.359, -0.585, -1.065], [-0.147, -0.073, -0.922], [0.158, 0.300, 0.499], [-0.140, 0.110, 0.122], [-3.026, -1.025, 0.322], [3.456, 0.479, -1.131], [-0.654, -0.015, 0.076], [1.078, -4.225, -2.597], [-0.502, -0.102, 0.282], [-0.375, 0.624, 0.047], [0.362, -2.098, -0.129], [-0.240, 0.451, -0.030], [3.040, 0.554, 1.458], [3.118, 0.191, -2.756], [0.354, -0.534, -0.048], [2.003, -2.393, -2.705], [1.965, -2.678, 1.597], [0.622, -0.268, -0.823], [0.264, -0.187, 0.435], [2.168, 1.908, 0.532], [1.130, -2.559, 1.021], [0.051, -0.354, -0.196], [-1.419, 0.627, -1.416], [-0.942, 0.995, 0.472], [-0.269, -0.267, -0.091], [0.258, -0.648, 0.137], [0.449, 1.520, -0.597], [1.414, 1.697, 0.371], [2.173, 1.288, 0.410], [-0.977, 1.428, -1.461], [0.072, 0.417, -0.238], [-0.425, -0.269, -0.039], [-0.930, 6.046, 0.528], [1.188, 0.795, 0.014]], "lowdin_charge": [0.087, 0.002, 0.003, -0.054, 0.054, 0.083, 0.111, 0.651, 0.047, 0.108, 0.145, -0.034, 0.571, 0.099, 0.059, 0.041, 0.033, 0.093, 0.063, 0.064, 0.074, -0.033, 0.119, 0.095, -0.601, 0.100, 0.068, -0.079, -0.016, 0.089, -0.512, 0.066, 0.096, 0.038, -0.576, -0.665, 0.064, 0.082, 0.654, 0.028, -0.667, 0.148, 0.147, 0.094, -0.119, 0.006, 0.014, 0.973, 0.032, -0.598, 0.060, -0.507, 0.073, -0.037, 0.039, 0.106, -0.209, -0.608, -0.050, -0.559, -0.530, 0.112, 0.019, 0.043, -0.028, 0.602, 0.048, 0.090, -0.087, 0.082, -0.456, 0.088, -0.576, -0.064, 0.623, -0.554, 0.089, 0.030, 0.086, 0.072, -0.174, 0.041, 0.038, -0.579, -0.577, -0.016, 0.068, 0.013, 0.042, 0.093, 0.017, 0.083, 0.082, -0.029, 0.047, 0.048, 0.807, -0.135, 0.084, 0.092, 0.534, 0.080], "homo_lumo_gap_ev": 7.61, "e_above_lowest_kcal_mol": 551.4}

No. 6
{"formula": "C2H8NS", "method": "ωB97M-V/def2-TZVPD", "species": ["H", "H", "H", "H", "H", "H", "S", "C", "C", "N", "H", "H"], "positions_angstrom": [[1.2685, 0.6477, 1.4319], [-0.2423, 0.7796, 0.9017], [0.4866, 2.2497, -2.3167], [1.7908, 0.1986, -0.7729], [1.9732, 1.9480, -0.6488], [0.1754, 0.4581, -2.3410], [-1.1715, -1.8557, 0.8619], [0.2463, 1.3626, -1.7280], [1.2437, 1.1307, -0.5874], [0.6937, 1.1459, 0.7659], [-1.1535, -1.8663, -0.4803], [-0.7959, 1.4248, -1.3831]], "forces_ev_per_a": [[0.151, -0.141, -0.263], [0.187, -0.377, -0.670], [0.013, 0.017, -0.279], [-0.084, -0.024, -0.070], [0.137, -0.052, -0.034], [0.351, 0.177, -0.368], [-0.218, -0.292, 0.186], [-0.653, -0.672, 0.490], [0.157, 0.045, 0.141], [-0.344, 0.821, 0.615], [0.074, 0.113, -0.002], [0.229, 0.385, 0.253]], "mulliken_spin": [-0.055, 0.067, -1.342, -0.058, -0.675, -0.177, 0.032, 2.668, 0.927, -0.185, -0.047, -0.157], "total_charge": -2, "homo_lumo_gap_ev": [2.52, 6.97], "e_above_lowest_kcal_mol": 12.9, "s_squared": 0.751, "spin_multiplicity": 2}

> Which formula does entry 3 have?

C21H24F3N3O4S3